No. 1
Entry from the Open Molecules 2025 dataset: an isolated molecule of C6H13NO2 at a distorted geometry (the ωB97M-V functional and the def2-TZVPD basis).

Computed properties:
**Lowest unoccupied orbital energy**: 0.78 eV
**Frontier orbital gap**: 7.09 eV
**HOMO energy**: -6.313 eV
**Relative energy (zero: lowest compared OMol25 entry of this formula, charge and spin)**: 345.5 kJ/mol

Cartesian coordinates (Å):
C1 -1.359 0.113 0.186
C2 1.973 1.296 1.498
C3 -2.667 -0.240 -0.491
C4 1.946 0.100 -1.207
N1 1.380 0.147 1.183
C5 1.167 -0.393 -0.027
C6 -0.138 -1.058 -0.205
O1 -1.448 0.029 1.590
O2 -0.355 -1.686 -1.428
H1 -2.038 0.727 1.896
H2 -0.114 -1.077 -2.136
H3 0.777 -0.235 1.906
H4 -1.023 1.112 -0.121
H5 2.613 1.775 0.783
H6 2.107 1.529 2.540
H7 -0.325 -1.820 0.558
H8 -3.463 0.433 -0.164
H9 -2.567 -0.156 -1.570
H10 -2.940 -1.270 -0.261
H11 1.947 -0.644 -2.004
H12 2.979 0.282 -0.914
H13 1.547 1.036 -1.613

No. 2
Entry from the Open Molecules 2025 dataset: a structure of composition C43H37FeN8OS2Sb at a distorted geometry (the ωB97M-V functional and the def2-TZVPD basis).

Computed properties:
**Lowest unoccupied orbital energy (spin up / spin down)**: -2.87 / -3.95 eV
**Spin multiplicity**: 6
**Frontier orbital gap (spin up / spin down)**: 5.83 / 5.42 eV
**Charge**: +1
**HOMO energy (spin up / spin down)**: -8.701 / -9.370 eV
**Expectation value of S²**: 8.9786
**Relative energy (zero: lowest compared OMol25 entry of this formula, charge and spin)**: 443.3 kJ/mol

Cartesian coordinates (Å):
Fe1 -1.139 1.390 0.317
N1 -1.129 1.886 -2.648
C1 -1.707 2.549 -1.569
S1 -3.127 1.860 -0.939
N2 0.650 1.810 -0.255
N3 0.356 2.358 0.784
C2 0.721 3.140 1.744
C3 -0.150 3.453 2.830
C4 0.341 4.115 3.961
C5 -0.474 4.398 5.031
C6 -1.826 4.027 4.994
C7 -2.344 3.388 3.900
C8 -1.540 3.079 2.774
O1 -2.049 2.514 1.746
H1 -1.774 1.220 -3.057
H2 -0.653 2.486 -3.313
H3 1.726 3.549 1.734
H4 1.383 4.396 3.980
H5 -0.080 4.905 5.899
H6 -2.462 4.243 5.839
H7 -3.384 3.106 3.856
N4 -2.145 -4.783 3.587
C9 -1.816 -5.816 4.421
C10 -2.284 -7.115 4.546
C11 -1.744 -7.877 5.560
C12 -0.773 -7.365 6.429
C13 -0.292 -6.082 6.306
C14 -0.818 -5.293 5.283
N5 -0.559 -3.999 4.944
C15 -1.358 -3.715 3.945
C16 -1.403 -2.427 3.293
C17 -2.482 -2.005 2.512
C18 -2.418 -0.777 1.889
N6 -1.356 0.019 1.968
C19 -0.350 -0.346 2.759
C20 -0.331 -1.541 3.444
H8 -2.797 -4.825 2.823
H9 -3.047 -7.508 3.894
H10 -2.086 -8.892 5.702
H11 -0.401 -7.997 7.221
H12 0.450 -5.679 6.977
H13 -3.368 -2.609 2.411
H14 -3.240 -0.406 1.293
H15 0.467 0.361 2.835
H16 0.486 -1.808 4.091
N7 0.720 3.721 -2.504
C21 -0.288 4.509 -1.967
C22 -0.273 5.882 -2.043
C23 -1.169 6.652 -1.310
C24 -2.035 5.984 -0.437
C25 -2.125 4.629 -0.453
N8 -1.353 3.856 -1.326
H17 1.529 4.254 -2.792
H18 0.968 2.936 -1.901
H19 0.496 6.358 -2.633
H20 -1.145 7.725 -1.363
H21 -2.652 6.543 0.244
H22 -2.805 4.074 0.171
S2 -0.856 -0.762 -0.796
Sb1 0.854 -0.455 -2.342
C26 2.197 -2.066 -1.877
C27 3.537 -1.985 -2.219
C28 4.377 -3.055 -1.956
C29 3.878 -4.202 -1.361
C30 2.539 -4.279 -1.015
C31 1.698 -3.207 -1.262
C32 2.311 1.055 -2.937
C33 3.096 1.685 -1.987
C34 4.087 2.566 -2.389
C35 4.297 2.805 -3.737
C36 3.535 2.140 -4.683
C37 2.543 1.256 -4.286
C38 -0.109 -1.078 -4.161
C39 -0.584 -0.171 -5.097
C40 -1.330 -0.618 -6.175
C41 -1.603 -1.967 -6.322
C42 -1.117 -2.873 -5.394
C43 -0.375 -2.430 -4.313
H23 3.936 -1.091 -2.683
H24 5.422 -2.993 -2.218
H25 4.535 -5.032 -1.154
H26 2.150 -5.174 -0.552
H27 0.657 -3.246 -0.965
H28 2.929 1.493 -0.937
H29 4.704 3.054 -1.649
H30 5.060 3.501 -4.049
H31 3.718 2.298 -5.734
H32 1.975 0.719 -5.032
H33 -0.370 0.886 -5.001
H34 -1.707 0.091 -6.898
H35 -2.197 -2.309 -7.154
H36 -1.327 -3.925 -5.507
H37 -0.002 -3.139 -3.584

No. 3
Entry from the Open Molecules 2025 dataset: a cluster of 2 separate species, C3H10NO2 in total at a distorted geometry (the ωB97M-V functional and the def2-TZVPD basis).

Computed properties:
**Lowest unoccupied orbital energy**: 4.14 eV
**Frontier orbital gap**: 7.30 eV
**Charge**: -1
**HOMO energy**: -3.164 eV
**Relative energy (zero: lowest compared OMol25 entry of this formula, charge and spin)**: 190.1 kJ/mol

Cartesian coordinates (Å):
C1 0.302 0.613 1.005
N1 0.493 -0.102 -0.255
C2 -0.861 -0.264 -0.936
C3 -1.515 -1.677 -0.279
O1 -0.452 -2.234 0.402
H1 1.254 0.783 1.724
H2 -0.521 0.391 1.727
H3 0.106 1.711 0.860
H4 0.589 -1.118 0.040
H5 -0.464 -0.511 -1.880
H6 -1.617 0.537 -0.924
H7 -1.766 -2.235 -1.175
H8 -2.523 -1.476 0.265
H9 2.358 2.400 0.391
H10 1.967 1.241 -0.544
O2 2.650 1.941 -0.423

No. 4
Entry from the Open Molecules 2025 dataset: a cluster of 3 separate species, C4H14O2 in total at a distorted geometry (the ωB97M-V functional and the def2-TZVPD basis).

Computed properties:
**Lowest unoccupied orbital energy**: 0.69 eV
**Frontier orbital gap**: 11.83 eV
**HOMO energy**: -11.139 eV
**SMILES**: CCCC.O.O
**Relative energy (zero: lowest compared OMol25 entry of this formula, charge and spin)**: 211.8 kJ/mol

Cartesian coordinates (Å):
C1 -2.015 -0.542 -0.754
C2 -1.886 0.773 0.119
C3 -0.716 1.645 -0.439
C4 0.690 1.409 0.136
H1 -1.049 -0.938 -0.868
H2 -2.449 -0.330 -1.752
H3 -2.755 -1.255 -0.320
H4 -1.725 0.549 1.049
H5 -2.756 1.435 0.040
H6 -0.975 2.597 -0.095
H7 -0.843 1.624 -1.480
H8 1.445 1.847 -0.494
H9 0.877 0.411 0.395
H10 0.768 1.899 1.123
H11 2.609 -0.695 -2.265
H12 1.477 -0.863 -1.244
O1 2.402 -0.637 -1.448
H13 0.198 -2.130 2.642
H14 1.287 -1.775 1.573
O2 1.030 -2.125 2.363

No. 5
Entry from the Open Molecules 2025 dataset: the ion C5H7O2S with charge -1 at a distorted geometry (the ωB97M-V functional and the def2-TZVPD basis).

Computed properties:
**Lowest unoccupied orbital energy (spin up / spin down)**: 3.85 / 3.81 eV
**Frontier orbital gap (spin up / spin down)**: 7.15 / 7.15 eV
**Charge**: -1
**HOMO energy (spin up / spin down)**: -3.299 / -3.334 eV
**Relative energy (zero: lowest compared OMol25 entry of this formula, charge and spin)**: 496.1 kJ/mol

Cartesian coordinates (Å):
C1 0.016 0.894 0.150
C2 0.414 -0.813 -0.355
C3 0.151 1.966 1.112
C4 -1.061 1.873 0.186
C5 -0.443 -1.443 -1.370
O1 1.776 -2.987 -0.232
O2 1.491 -1.694 1.866
S1 1.900 -1.653 0.433
H1 0.010 1.782 2.172
H2 0.880 2.747 0.915
H3 -1.158 2.600 -0.619
H4 -2.024 1.618 0.624
H5 -0.445 -0.907 -2.322
H6 -1.483 -1.540 -1.038
H7 -0.023 -2.442 -1.521

No. 6
Entry from the Open Molecules 2025 dataset: an isolated molecule of Cl2H4Si3 at a distorted geometry (the ωB97M-V functional and the def2-TZVPD basis).

Computed properties:
**Lowest unoccupied orbital energy (spin up / spin down)**: -1.76 / -1.76 eV
**Frontier orbital gap (spin up / spin down)**: 6.27 / 6.27 eV
**HOMO energy (spin up / spin down)**: -8.033 / -8.033 eV
**SMILES**: [SiH2]=[Si](Cl)[SiH2]Cl
**Relative energy (zero: lowest compared OMol25 entry of this formula, charge and spin)**: 179.6 kJ/mol

Cartesian coordinates (Å):
Si1 1.604 -1.278 -0.122
Si2 -1.556 0.978 0.318
Si3 0.430 0.561 -0.813
Cl1 0.199 0.041 -2.907
Cl2 -0.505 0.118 1.932
H1 1.894 -2.383 0.821
H2 2.812 -0.994 -0.711
H3 -2.979 0.632 0.680
H4 -1.899 2.325 0.802

No. 7
Entry from the Open Molecules 2025 dataset: a cluster of 2 separate species, CH5OPS in total at a distorted geometry (the ωB97M-V functional and the def2-TZVPD basis).

Computed properties:
**Lowest unoccupied orbital energy**: -0.91 eV
**Frontier orbital gap**: 7.56 eV
**HOMO energy**: -8.471 eV
**SMILES**: CP=S.O
**Relative energy (zero: lowest compared OMol25 entry of this formula, charge and spin)**: 140.0 kJ/mol

Cartesian coordinates (Å):
C1 -1.028 -1.681 -0.200
O1 0.705 1.912 -0.316
P1 -2.174 -0.296 -0.905
S1 -3.143 0.500 0.548
H1 -1.637 -2.524 -0.075
H2 -0.803 -1.407 0.899
H3 -0.158 -1.706 -0.789
H4 0.947 1.779 0.629
H5 0.811 2.876 -0.195

No. 8
Entry from the Open Molecules 2025 dataset: a structure of composition C13H12FeNO11 (the ωB97M-V functional and the def2-TZVPD basis).

Computed properties:
**Lowest unoccupied orbital energy (spin up / spin down)**: 2.49 / 2.48 eV
**Spin multiplicity**: 5
**Frontier orbital gap (spin up / spin down)**: 8.00 / 7.25 eV
**Charge**: -1
**HOMO energy (spin up / spin down)**: -5.519 / -4.773 eV
**Expectation value of S²**: 6.0074
**Relative energy (zero: lowest compared OMol25 entry of this formula, charge and spin)**: 0.0 kJ/mol

Cartesian coordinates (Å):
Fe1 0.118 -0.252 -0.427
O1 3.762 -0.357 2.524
C1 2.637 -0.367 1.772
O2 2.619 -0.764 0.640
C2 1.448 0.171 2.508
C3 1.537 0.642 3.805
C4 0.389 1.162 4.392
C5 -0.781 1.204 3.663
C6 -0.772 0.726 2.356
N1 0.314 0.206 1.807
C7 -1.979 0.838 1.427
O3 -3.084 0.991 1.940
O4 -1.657 0.795 0.205
H1 4.467 -0.684 1.943
H2 2.479 0.607 4.332
H3 0.420 1.542 5.406
H4 -1.704 1.604 4.058
O5 -4.194 0.902 -2.002
C8 -3.047 0.205 -2.150
O6 -2.950 -0.971 -1.935
C9 -1.972 1.083 -2.739
O7 -0.751 0.387 -2.750
C10 0.329 1.240 -3.120
C11 0.887 2.107 -1.982
O8 1.289 3.229 -2.272
O9 0.963 1.531 -0.845
H5 -4.770 0.371 -1.431
H6 -1.911 2.017 -2.178
H7 -2.290 1.314 -3.768
H8 0.033 1.882 -3.954
H9 1.131 0.574 -3.444
C12 1.202 -4.043 -1.246
C13 0.736 -2.633 -0.958
O10 1.034 -1.710 -1.756
O11 0.081 -2.404 0.092
H10 1.389 -4.167 -2.310
H11 0.465 -4.763 -0.898
H12 2.134 -4.213 -0.705

No. 9
Entry from the Open Molecules 2025 dataset: a cluster of 16 separate species, C48H124N28O16 in total at a distorted geometry (the ωB97M-V functional and the def2-TZVPD basis).

Computed properties:
**Lowest unoccupied orbital energy**: 0.18 eV
**Frontier orbital gap**: 8.82 eV
**HOMO energy**: -8.639 eV

Cartesian coordinates (Å):
C1 -2.042 -2.156 -2.008
C2 -1.025 -3.071 -2.699
C3 -1.225 -4.602 -2.283
C4 -2.392 -5.230 -3.108
C5 -2.023 -5.025 -4.569
C6 -1.814 -3.598 -5.001
N1 -0.775 -3.030 -4.108
O1 -0.449 -1.671 -4.481
C7 -1.199 -3.719 -6.427
C8 -3.121 -2.769 -5.030
C9 0.346 -2.685 -2.005
H1 -3.063 -2.575 -2.142
H2 -2.017 -1.116 -2.326
H3 -1.792 -2.094 -0.957
H4 -0.381 -5.162 -2.725
H5 -1.221 -4.627 -1.182
H6 -3.316 -4.705 -2.854
H7 -2.553 -6.295 -2.945
H8 -2.801 -5.428 -5.249
H9 -1.156 -5.658 -4.734
H10 -1.931 -4.079 -7.163
H11 -0.944 -2.722 -6.874
H12 -0.285 -4.321 -6.516
H13 -2.938 -1.692 -5.140
H14 -3.692 -3.067 -5.925
H15 -3.631 -2.919 -4.101
H16 0.212 -2.717 -0.907
H17 0.603 -1.625 -2.131
H18 1.139 -3.381 -2.286
H19 -1.118 -1.063 -4.106
C10 6.396 -2.192 -2.066
C11 5.077 -2.957 -2.066
C12 5.379 -4.480 -2.120
C13 5.929 -5.051 -0.830
C14 4.790 -4.833 0.224
C15 4.466 -3.365 0.437
N2 4.183 -2.836 -0.953
O2 3.701 -1.494 -0.865
C16 3.203 -3.404 1.239
C17 5.562 -2.611 1.213
C18 4.302 -2.565 -3.351
H20 7.158 -2.540 -1.392
H21 6.172 -1.158 -1.832
H22 6.921 -2.244 -3.016
H23 4.431 -4.966 -2.404
H24 6.122 -4.591 -2.932
H25 6.863 -4.582 -0.501
H26 6.154 -6.109 -0.942
H27 5.088 -5.367 1.114
H28 3.842 -5.351 -0.059
H29 2.412 -3.930 0.695
H30 3.354 -3.916 2.196
H31 2.765 -2.414 1.411
H32 5.680 -3.022 2.220
H33 6.562 -2.511 0.805
H34 5.142 -1.627 1.446
H35 4.761 -3.126 -4.162
H36 4.389 -1.485 -3.570
H37 3.264 -2.843 -3.259
H38 4.461 -0.924 -0.721
C19 5.444 4.938 3.114
C20 4.412 3.824 3.214
C21 2.913 4.351 3.023
C22 2.437 4.585 1.582
C23 2.742 3.328 0.826
C24 4.202 2.988 0.813
N3 4.619 2.735 2.245
O3 5.977 2.304 2.369
C25 4.353 1.656 0.091
C26 5.078 3.923 0.059
C27 4.442 3.208 4.616
H39 5.764 5.403 4.098
H40 5.116 5.763 2.505
H41 6.393 4.593 2.691
H42 2.168 3.621 3.386
H43 2.759 5.182 3.688
H44 2.985 5.363 1.055
H45 1.398 4.925 1.672
H46 2.394 3.353 -0.225
H47 2.142 2.512 1.280
H48 5.402 1.297 0.089
H49 3.852 0.830 0.587
H50 4.030 1.752 -0.944
H51 6.079 3.583 0.029
H52 4.796 4.040 -0.996
H53 5.204 4.945 0.407
H54 5.425 2.897 4.918
H55 3.698 2.457 4.717
H56 4.185 3.919 5.431
H57 5.943 1.433 2.843
C28 -5.043 -3.625 1.629
C29 -4.063 -4.304 2.572
C30 -3.912 -5.745 2.003
C31 -2.664 -6.509 2.423
C32 -1.439 -5.660 2.130
C33 -1.465 -4.290 2.752
N4 -2.727 -3.572 2.468
O4 -2.728 -2.346 3.314
C34 -1.072 -4.216 4.267
C35 -0.381 -3.460 2.055
C36 -4.675 -4.301 4.022
H58 -4.810 -3.645 0.586
H59 -5.209 -2.615 2.019
H60 -6.047 -4.068 1.771
H61 -4.819 -6.283 2.158
H62 -3.792 -5.679 0.920
H63 -2.560 -7.500 1.975
H64 -2.627 -6.786 3.480
H65 -1.383 -5.609 1.021
H66 -0.567 -6.157 2.465
H67 -0.978 -3.148 4.560
H68 -1.803 -4.715 4.890
H69 -0.110 -4.730 4.420
H70 0.589 -3.874 2.411
H71 -0.412 -3.482 0.963
H72 -0.317 -2.421 2.363
H73 -4.182 -4.964 4.745
H74 -5.727 -4.504 3.874
H75 -4.573 -3.305 4.486
H76 -2.614 -1.601 2.700
C37 0.768 5.373 -1.298
O5 0.132 5.530 -0.228
N5 0.660 4.277 -2.084
N6 1.547 6.382 -1.808
H77 0.760 4.165 -3.079
H78 -0.003 3.612 -1.728
H79 2.045 6.245 -2.668
H80 2.049 6.963 -1.179
C38 -2.765 2.034 -2.844
O6 -2.384 1.217 -3.722
N7 -2.539 2.051 -1.448
N8 -3.693 3.174 -3.156
H81 -2.757 2.911 -0.998
H82 -1.724 1.578 -1.000
H83 -4.036 3.086 -4.099
H84 -4.464 3.251 -2.480
C39 -6.675 5.004 -0.398
O7 -7.821 5.076 -0.704
N9 -5.882 5.967 0.173
N10 -5.887 3.866 -0.725
H85 -4.894 5.896 0.017
H86 -6.292 6.855 0.457
H87 -5.289 3.502 0.031
H88 -6.572 3.205 -1.116
C40 -3.081 4.108 1.566
O8 -3.904 3.224 1.349
N11 -1.871 4.197 0.967
N12 -3.258 5.048 2.583
H89 -1.262 5.003 1.076
H90 -1.653 3.955 0.023
H91 -4.177 5.156 2.976
H92 -2.474 5.468 3.035
C41 -4.971 0.023 0.586
O9 -4.436 0.291 1.655
N13 -6.061 0.754 0.106
N14 -4.524 -1.024 -0.248
H93 -6.685 0.177 -0.382
H94 -6.527 1.334 0.766
H95 -4.566 -0.935 -1.256
H96 -3.770 -1.620 0.088
C42 2.593 0.995 -3.767
O10 3.714 0.758 -4.157
N15 1.744 1.878 -4.469
N16 2.062 0.431 -2.606
H97 2.161 2.062 -5.394
H98 0.752 1.536 -4.552
H99 2.699 -0.354 -2.376
H100 1.203 0.682 -2.118
C43 -3.730 1.851 4.956
O11 -3.341 1.960 6.134
N17 -5.092 1.847 4.638
N18 -2.932 1.962 3.840
H101 -5.344 1.180 3.946
H102 -5.738 1.954 5.392
H103 -1.945 1.764 3.848
H104 -3.184 2.014 2.869
C44 -3.256 7.004 -2.324
O12 -2.797 8.095 -2.159
N19 -2.851 5.805 -1.691
N20 -4.361 6.679 -3.098
H105 -2.773 5.005 -2.273
H106 -1.967 6.051 -1.224
H107 -4.933 7.486 -3.255
H108 -4.946 5.937 -2.825
C45 -0.008 0.460 0.585
O13 -0.347 0.909 -0.551
N21 1.230 -0.200 0.765
N22 -0.862 0.594 1.726
H109 1.615 -0.351 1.712
H110 2.013 -0.156 0.131
H111 -1.776 0.764 1.256
H112 -0.904 -0.120 2.462
C46 4.421 -0.443 3.906
O14 5.576 -0.184 3.630
N23 4.202 -1.321 5.014
N24 3.330 0.280 3.457
H113 3.265 -1.780 5.064
H114 4.872 -2.111 5.078
H115 3.618 0.949 2.732
H116 2.448 0.198 3.942
C47 -0.532 2.825 -7.107
O15 -0.149 3.799 -6.490
N25 -1.388 1.826 -6.647
N26 -0.144 2.620 -8.454
H117 -1.548 1.901 -5.641
H118 -1.704 1.016 -7.176
H119 -0.011 1.647 -8.694
H120 0.687 3.129 -8.761
C48 0.007 -0.135 5.670
O16 0.852 -0.849 5.093
N27 -1.203 -0.590 6.210
N28 0.230 1.242 5.920
H121 -1.420 -1.559 6.115
H122 -2.087 -0.036 6.238
H123 -0.347 1.826 6.540
H124 1.100 1.592 5.531

No. 10
Entry from the Open Molecules 2025 dataset: an isolated molecule of C5H7N at a distorted geometry (the ωB97M-V functional and the def2-TZVPD basis).

Computed properties:
**Lowest unoccupied orbital energy**: 0.64 eV
**Frontier orbital gap**: 9.03 eV
**HOMO energy**: -8.389 eV
**SMILES**: CC1(C#N)CC1
**Relative energy (zero: lowest compared OMol25 entry of this formula, charge and spin)**: 329.5 kJ/mol

Cartesian coordinates (Å):
C1 -1.527 -0.849 0.321
C2 -0.359 0.075 -0.124
C3 1.352 0.608 0.443
C4 0.982 -0.502 -0.427
C5 -0.502 1.400 -0.621
N1 -0.173 2.470 -0.935
H1 -1.195 -1.623 1.022
H2 -2.379 -0.334 0.778
H3 -1.948 -1.410 -0.542
H4 1.349 0.629 1.514
H5 1.956 1.418 -0.006
H6 1.137 -1.464 0.036
H7 1.309 -0.418 -1.458